{"formula": "C16H48AsF6N2O8", "method": "the ωB97M-V functional and the def2-TZVPD basis", "spin_multiplicity": 1, "e_homo_ev": -6.987, "charge": -1, "homo_lumo_gap_ha": 0.345, "species": ["As", "F", "F", "F", "F", "F", "F", "C", "O", "H", "H", "H", "H", "C", "O", "H", "H", "H", "H", "C", "O", "H", "H", "H", "H", "C", "O", "N", "N", "H", "H", "H", "H", "C", "C", "C", "O", "H", "H", "H", "H", "H", "H", "H", "H", "C", "C", "C", "O", "H", "H", "H", "H", "H", "H", "H", "H", "C", "C", "C", "O", "H", "H", "H", "H", "H", "H", "H", "H", "C", "C", "C", "O", "H", "H", "H", "H", "H", "H", "H", "H"], "positions_angstrom": [[-0.96513, 0.17823, 0.31853], [-0.73762, 0.71900, -1.36056], [-1.81408, 1.65161, 0.65796], [-1.33096, -0.26053, 1.99926], [-0.02112, -1.37287, 0.09268], [0.51484, 0.99204, 0.90278], [-2.41619, -0.74074, -0.23652], [-2.11995, 2.94980, 3.65351], [-2.02059, 1.59991, 4.14157], [-1.10780, 3.25664, 3.38995], [-2.74564, 3.17302, 2.78934], [-2.40550, 3.50716, 4.54566], [-1.63685, 1.05634, 3.44956], [1.41098, 4.64804, 0.37150], [1.91916, 3.33034, 0.61648], [0.40909, 4.71117, -0.05314], [1.33985, 5.02834, 1.39053], [2.27817, 5.16976, -0.03334], [1.30994, 2.64476, 0.90009], [-2.36914, -3.60567, -1.73270], [-3.49309, -2.97951, -1.18986], [-2.55595, -4.67667, -1.81127], [-2.29399, -3.29595, -2.77506], [-1.42022, -3.37423, -1.24886], [-3.15065, -2.22205, -0.70966], [-1.57053, -3.65911, 2.82774], [-1.61704, -4.66422, 3.47084], [-0.47075, -3.29938, 2.23309], [-2.59185, -2.90485, 2.62699], [0.42836, -3.75277, 2.31145], [-0.46819, -2.50401, 1.61060], [-2.44803, -2.08054, 2.06136], [-3.38179, -2.99590, 3.24972], [3.01850, -0.85634, -1.01798], [4.25397, -1.25432, -1.91796], [5.55995, -1.12939, -1.04515], [4.03596, -2.58535, -2.24084], [2.94709, -1.47666, -0.12456], [2.01944, -1.07065, -1.39755], [3.06249, 0.19147, -0.72089], [4.31603, -0.64534, -2.81984], [6.45739, -1.32791, -1.63105], [5.58166, -1.69942, -0.11633], [5.72868, -0.11432, -0.68562], [4.66220, -3.13882, -1.76854], [1.89187, 1.84070, -3.71687], [1.57649, 3.11430, -4.54876], [1.22754, 2.88444, -6.01712], [0.45568, 3.74119, -4.01499], [0.93359, 1.47059, -3.35248], [2.60357, 2.01184, -2.90920], [2.22561, 1.01090, -4.33989], [2.41021, 3.81043, -4.45701], [2.05100, 3.11016, -6.69465], [0.46262, 3.61001, -6.29379], [0.68990, 1.93986, -6.09960], [-0.30667, 3.17545, -4.15770], [2.64191, -0.74243, 2.66938], [3.43909, -1.94496, 3.31762], [3.81108, -3.04489, 2.35487], [4.61961, -1.37147, 3.80186], [2.52850, 0.11487, 3.33291], [1.64733, -1.11340, 2.42177], [3.08914, -0.30322, 1.77767], [2.91081, -2.35701, 4.17741], [2.90894, -3.53648, 1.99075], [4.40147, -3.83191, 2.82405], [4.35137, -2.72881, 1.46253], [4.77123, -0.55456, 3.32095], [-5.07466, 1.46114, -0.62831], [-5.77010, 0.36317, 0.21271], [-7.14033, 0.73618, 0.72783], [-5.79334, -0.74492, -0.44542], [-5.44271, 2.41484, -0.25004], [-5.57880, 1.44006, -1.59449], [-3.98842, 1.40986, -0.70272], [-5.18868, 0.15660, 1.11126], [-7.14908, 1.51302, 1.49238], [-7.50383, -0.16715, 1.21768], [-7.84852, 0.93393, -0.07683], [-4.96450, -0.94246, -0.88769]], "forces_ev_per_angstrom": [[0.800, -0.142, -0.560], [0.134, -0.759, 1.558], [-0.234, -0.390, -0.406], [0.295, -0.375, -0.923], [-1.020, 1.942, 0.166], [-0.877, -0.983, -0.622], [1.011, 1.119, 0.776], [1.214, -0.452, 0.981], [-0.655, 0.493, -0.468], [0.095, 0.371, -0.129], [-0.409, -0.537, 0.130], [-0.261, 0.294, -0.315], [-0.016, -0.153, -0.193], [0.653, -1.128, 2.501], [0.773, -0.164, -0.938], [0.426, -0.007, -0.749], [-0.439, 0.825, 0.087], [-0.689, 0.195, -0.835], [-0.616, 0.375, -0.158], [-0.027, -0.358, -1.399], [-0.353, 0.130, 0.665], [0.186, -0.141, 0.502], [0.391, 0.183, -0.295], [-0.119, -0.132, 0.290], [-0.162, 0.044, 0.125], [1.122, -2.064, 0.641], [-0.327, -2.990, 2.487], [3.670, 2.094, -2.538], [-3.484, 3.013, -0.884], [-0.738, -0.362, 0.292], [0.158, -0.131, 0.165], [-0.604, 0.109, 0.455], [0.188, 0.063, -0.429], [0.411, 0.204, -0.279], [-0.604, 0.580, 3.238], [-0.230, 0.998, -0.759], [0.184, -1.494, -1.056], [0.783, -0.007, 0.197], [0.228, 0.271, -0.967], [-0.083, 0.075, 0.065], [0.053, 0.017, -0.009], [-0.010, -0.409, -0.111], [-0.391, -0.512, -0.260], [-0.338, 0.310, -0.170], [-0.020, 0.003, -0.032], [-0.357, -0.048, -0.997], [0.368, -0.804, -0.192], [-0.182, 0.358, 0.031], [-0.723, 1.231, 1.269], [0.055, 0.103, 0.524], [-0.281, 0.007, 0.048], [0.503, 0.111, -0.157], [-0.094, 0.176, -0.016], [0.091, -0.919, -0.138], [0.090, 0.313, 0.117], [0.617, -0.416, -0.522], [-0.090, -0.125, 0.117], [-0.503, -1.358, 0.415], [-0.203, 1.950, -1.206], [-0.690, -0.782, -0.460], [1.463, 0.275, 0.977], [-0.045, -0.331, 0.507], [-0.126, 0.313, -0.236], [0.271, -0.543, -0.184], [-0.233, 0.036, -0.061], [-0.182, -0.089, -0.103], [0.081, 0.159, 0.261], [0.034, 0.412, 0.156], [0.075, -0.027, 0.047], [-1.634, 0.546, 0.508], [1.911, 4.600, 2.610], [-0.502, -0.762, -0.057], [-1.214, -5.472, -3.405], [0.706, 0.366, 0.301], [0.362, -0.314, -0.429], [-0.212, -0.063, 0.061], [0.495, 0.684, 0.665], [0.210, 0.189, -0.309], [-0.198, -0.069, 0.104], [0.008, 0.318, -0.093], [0.063, -0.043, 0.013]], "mulliken_charge": [2.049, -0.477, -0.484, -0.361, -0.472, -0.482, -0.440, -0.488, -0.578, 0.201, 0.196, 0.292, 0.257, -0.696, -0.493, 0.251, 0.346, 0.256, 0.334, -0.552, -0.570, 0.282, 0.258, 0.129, 0.471, 0.708, -0.758, -0.002, -0.252, 0.029, -0.082, 0.074, 0.199, -0.638, 0.380, -1.421, -0.573, -0.135, 0.300, 0.310, 0.206, 0.422, 0.291, 0.366, 0.343, -0.885, 0.402, -1.373, -0.575, 0.062, 0.341, 0.316, 0.302, 0.351, 0.353, 0.373, 0.324, -1.012, 0.612, -0.654, -0.602, 0.466, -0.019, 0.365, 0.225, 0.161, 0.400, -0.195, 0.338, -1.306, 0.990, -1.602, -0.592, 0.373, 0.382, 0.221, 0.020, 0.377, 0.390, 0.363, 0.308]}